A structure of composition C27H40ClGeN6O6RhS. Source: OMol25; level of theory: the ωB97M-V functional and the def2-TZVPD basis.

As for the spin multiplicity: 5. As for the total charge: +2. The orbital gap (alpha / beta) comes out at 8.5954 / 6.5095 eV. As for the electronic energy: -132738.1580 eV. The value obtained for the lowest unoccupied orbital energy (alpha / beta) is -5.84 / -7.94 eV.

Structure (XYZ):
```
83
Properties=species:S:1:pos:R:3:forces:R:3
Rh -0.160 -1.014 1.264 -0.3 -0.2 0.7
C -3.827 -3.686 1.172 -0.1 0.0 0.0
C -2.530 -3.038 0.840 -0.1 -0.2 -0.1
N -2.145 -1.930 1.349 0.3 0.2 0.3
O -3.008 -1.380 2.247 0.0 0.4 0.2
C -1.628 -3.681 -0.144 0.2 0.0 -0.1
C -2.038 -4.896 -0.918 0.0 0.0 0.0
N -0.490 -3.118 -0.312 0.0 0.1 -0.1
O 0.454 -3.312 -1.084 -0.1 -0.1 0.1
H -4.426 -3.061 1.825 0.0 0.0 0.0
H -3.637 -4.641 1.667 0.0 0.0 0.0
H -4.385 -3.903 0.260 0.0 0.0 0.0
H -2.551 -0.574 2.589 0.0 -0.1 -0.2
H -2.322 -5.704 -0.243 0.0 0.0 0.0
H -1.221 -5.235 -1.550 0.0 0.0 0.0
H -2.900 -4.671 -1.547 0.0 0.0 0.0
O 0.989 1.912 6.341 -0.2 0.0 -0.1
C 1.837 0.922 6.149 0.2 0.2 -0.3
O 2.782 0.712 6.854 -0.1 0.0 0.1
C 1.629 0.048 4.936 -0.1 0.0 0.0
C 2.487 -1.003 4.593 -0.1 0.1 0.0
Cl 3.864 -1.588 5.351 0.0 0.0 0.0
N 2.020 -1.574 3.465 0.0 0.0 0.0
N 0.890 -0.956 3.072 0.1 0.0 -0.3
C 0.652 0.036 3.932 0.2 -0.1 0.2
C -0.505 0.940 3.601 0.1 0.2 0.1
O -0.750 1.906 4.296 0.0 0.0 0.1
O -1.130 0.627 2.516 -0.1 -0.4 -0.4
C 2.578 -2.579 2.616 0.0 0.0 0.0
C 3.829 -2.379 2.052 0.0 0.0 0.0
C 4.330 -3.338 1.182 0.0 0.0 0.0
C 3.578 -4.466 0.875 0.0 0.0 0.0
C 2.326 -4.649 1.449 0.0 0.0 0.0
C 1.820 -3.704 2.330 0.0 0.0 0.0
H 0.297 1.990 5.635 0.1 -0.1 0.1
H 4.409 -1.503 2.313 0.0 0.0 0.0
H 5.318 -3.213 0.762 0.0 0.0 0.0
H 3.980 -5.216 0.208 0.0 0.0 0.0
H 1.755 -5.541 1.233 0.0 0.0 0.0
H 0.867 -3.855 2.824 0.0 0.0 0.0
C -1.330 3.900 -4.516 0.0 0.0 0.1
C -0.977 2.668 -3.692 0.0 0.0 -0.1
C -2.198 1.833 -3.321 0.0 0.0 0.0
C -1.869 0.703 -2.337 0.1 0.1 0.0
Ge -1.597 1.350 -0.502 0.0 0.3 -0.3
C -1.348 3.204 -0.005 -0.2 0.0 -0.1
C -2.648 3.997 -0.207 0.0 0.0 0.0
C -2.517 5.448 0.261 -0.1 0.0 0.0
C -1.506 6.255 -0.541 0.0 0.0 0.0
H -0.442 4.468 -4.786 0.0 0.0 0.0
H -1.993 4.561 -3.956 0.0 0.0 0.0
H -1.840 3.615 -5.435 0.0 0.0 0.0
H -0.452 2.986 -2.780 0.0 0.0 0.1
H -0.282 2.043 -4.268 0.0 0.0 0.0
H -2.629 1.404 -4.228 0.0 0.0 0.0
H -2.972 2.486 -2.906 0.0 0.0 0.0
H -1.002 0.136 -2.682 0.0 0.0 0.0
H -2.689 -0.015 -2.270 0.0 0.0 0.1
H -2.556 0.603 0.427 0.2 -0.1 0.1
H -0.521 3.628 -0.575 0.0 0.0 0.0
H -1.069 3.200 1.052 0.0 0.0 0.0
H -3.461 3.514 0.344 0.0 0.0 0.0
H -2.934 3.989 -1.263 0.0 0.0 0.0
H -2.252 5.459 1.321 0.0 0.0 0.0
H -3.500 5.916 0.184 0.0 0.0 0.0
H -0.486 5.893 -0.406 0.0 0.0 0.0
H -1.517 7.299 -0.230 0.0 0.0 0.0
H -1.739 6.227 -1.608 0.0 0.0 0.0
S 0.815 0.792 0.057 -0.3 0.0 -0.2
C 1.606 0.062 -1.347 0.1 0.0 0.0
N 1.565 0.675 -2.512 -0.1 0.0 0.2
C 2.293 0.205 -3.700 0.1 0.0 0.0
C 3.499 -0.608 -3.257 0.0 0.0 0.0
C 3.067 -1.673 -2.263 0.0 0.0 0.0
N 2.306 -1.039 -1.177 0.0 0.0 -0.1
H 1.030 1.531 -2.578 0.0 -0.1 0.0
H 2.595 1.084 -4.265 0.0 0.0 0.0
H 1.618 -0.389 -4.319 0.0 0.0 0.0
H 4.240 0.048 -2.798 0.0 0.0 0.0
H 3.963 -1.078 -4.122 0.0 0.0 0.0
H 3.922 -2.170 -1.809 0.0 0.0 0.0
H 2.435 -2.431 -2.729 0.0 0.0 0.0
H 2.334 -1.464 -0.259 0.0 0.0 0.0
```
Forces are in eV/Å.

Löwdin population analysis, charges in e, atoms 1 to 2: atom 1 (Rh): 0.9337, atom 2 (C): 0.0247


A cluster of 2 separate species, C3H9NO in total. Source: OMol25; level of theory: the ωB97M-V functional and the def2-TZVPD basis.

The orbital gap comes out at 10.3067 eV. As for the electronic energy: -6792.8248 eV. The value obtained for the lowest unoccupied orbital energy is 1.04 eV.

Structure (XYZ):
```
14
Properties=species:S:1:pos:R:3:forces:R:3
C -0.873 -0.337 -0.207 0.0 -1.7 0.9
C -0.631 -0.019 1.066 0.2 0.9 -0.3
C -0.537 -0.949 2.260 0.6 0.8 0.6
N -1.771 -1.701 2.534 0.5 0.1 -0.4
H -1.537 0.164 -0.886 0.8 1.0 -0.5
H -0.593 -1.358 -0.478 -0.7 -0.1 -0.1
H -0.529 1.034 1.330 -0.9 0.0 0.1
H -0.339 -0.294 3.112 -0.1 -0.1 0.1
H 0.316 -1.620 2.275 0.0 -0.4 -0.4
H -2.569 -1.103 2.348 0.0 0.1 0.2
H -1.804 -2.374 1.786 -0.3 -0.5 -0.1
O 3.715 2.523 -4.891 0.1 -0.4 0.2
H 4.303 3.269 -5.022 -0.1 0.2 -0.1
H 2.851 2.764 -5.228 0.0 0.2 -0.1
```
Forces are in eV/Å.

Löwdin population analysis, charges in e, atoms 1 to 2: atom 1 (C): -0.0115, atom 2 (C): -0.1847


Number 1: strongest force on any atom 0.8 eV/A. Number 2: strongest force on any atom 1.9 eV/A.